A cluster of 2 separate species, CH4INOS in total at a distorted geometry. Source: the OMol25 dataset; level of theory: ωB97M-V/def2-TZVPD.

Its molecular weight is 205.0 g/mol. Its relative energy (zero: lowest compared OMol25 entry of this formula, charge and spin) is 99.4 kcal/mol. For the orbital gap (spin up / spin down), the calculation gives 7.69 / 7.86 eV.

```
9
Properties=species:S:1:pos:R:3:forces:R:3:lowdin_charge:R:1
C 0.33909 -0.54680 0.56747 0.322 4.615 -2.093 -0.34
H 1.22174 0.21779 0.33155 -1.498 -2.440 0.120 0.09
H 0.43649 -1.19576 1.33210 1.046 -2.114 2.552 -0.01
H -0.22503 -1.01689 -0.22222 0.492 -0.144 -0.849 0.04
S -0.90316 0.64695 1.11362 0.018 0.265 -0.121 0.34
N -1.74912 1.51679 -1.43955 0.654 -0.069 -0.093 0.08
H -0.71866 1.51257 -1.66106 -0.611 0.081 0.042 -0.07
I 0.42751 1.57154 2.98396 0.076 0.044 0.157 0.43
O -2.00877 -0.14542 1.62201 -0.500 -0.239 0.284 -0.55
```
Forces are in eV/Å.

A cluster of 2 separate species, CH4INOS in total at a distorted geometry. Source: the OMol25 dataset; level of theory: ωB97M-V/def2-TZVPD.

As for the SMILES: C=[NH+][O-].SI. Its molecular weight is 205.0 g/mol. Its relative energy (zero: lowest compared OMol25 entry of this formula, charge and spin) is 41.7 kcal/mol. For the orbital gap, the calculation gives 8.35 eV.

```
9
Properties=species:S:1:pos:R:3:forces:R:3:lowdin_charge:R:1
O 1.58510 0.94849 -0.18765 0.415 -0.103 1.243 -0.07
C 1.17939 -1.40395 -0.06020 1.761 0.038 3.810 0.03
H 0.97954 -0.31556 -1.51559 -0.280 0.921 0.132 0.16
H 0.79723 -2.24144 -0.57356 -0.446 -0.105 -1.320 0.06
S -2.61867 2.50785 0.58777 0.595 -0.051 0.579 -0.04
H 1.60754 -1.68102 0.92298 -0.473 0.711 -0.409 0.09
N 1.24796 -0.20102 -0.51580 -1.028 -1.450 -3.433 -0.27
H -1.66268 2.06793 1.45958 -0.398 0.401 -0.401 -0.23
I -3.11542 0.31872 -0.11752 -0.147 -0.363 -0.201 0.27
```
Forces are in eV/Å.

A cluster of 2 separate species, CH4INS in total at a distorted geometry. Source: the OMol25 dataset; level of theory: ωB97M-V/def2-TZVPD.

As for the SMILES: CN=S.I. Its molecular weight is 189.0 g/mol. Its relative energy (zero: lowest compared OMol25 entry of this formula, charge and spin) is 34.9 kcal/mol. For the orbital gap, the calculation gives 7.34 eV.

```
8
Properties=species:S:1:pos:R:3:forces:R:3:lowdin_charge:R:1
H 0.40009 -0.69128 0.57962 -0.078 0.022 -0.029 0.06
H -0.76588 -0.23876 -0.66458 0.081 -0.058 -0.021 0.09
C -0.06997 0.15915 0.08061 -0.532 -0.125 0.545 -0.26
I 3.19934 -2.35191 -0.90068 0.320 -0.710 0.056 0.41
H 2.53552 -0.92737 -0.99552 -0.362 0.793 -0.062 -0.42
H -0.64165 0.75979 0.79636 0.030 0.025 -0.086 0.06
N 0.93955 0.88894 -0.61271 0.638 0.613 -0.643 -0.62
S 0.84503 2.43274 -0.80613 -0.097 -0.559 0.240 0.68
```
Forces are in eV/Å.

An isolated molecule of CH4IO2PS at a distorted geometry. Source: the OMol25 dataset; level of theory: ωB97M-V/def2-TZVPD.

As for the SMILES: CO[S@@](=O)(=P)I. Its molecular weight is 238.0 g/mol. Its relative energy (zero: lowest compared OMol25 entry of this formula, charge and spin) is 73.7 kcal/mol. For the orbital gap, the calculation gives 7.17 eV.

```
10
Properties=species:S:1:pos:R:3:forces:R:3:lowdin_charge:R:1
H -1.29077 0.68372 0.14808 0.132 -1.146 0.240 0.04
O -0.33159 -1.22141 0.19918 3.117 1.985 -1.162 -0.41
H -2.02795 -0.73416 0.88806 -1.452 -0.054 0.702 0.07
S 1.06497 -0.04641 -0.36671 -2.438 -0.627 0.918 -0.06
O 0.75380 0.09543 -1.75747 -0.158 0.099 -1.013 -0.53
I 2.72979 -1.64223 -0.19360 0.850 -0.698 0.495 0.70
P 1.07645 1.88936 0.30713 -0.009 0.267 -0.642 0.57
C -1.46966 -0.43886 0.04298 -0.427 1.771 0.081 -0.26
H 1.50928 1.89160 1.63305 0.191 -0.808 0.519 -0.20
H -2.01432 -0.47704 -0.90071 0.196 -0.790 -0.139 0.09
```
Forces are in eV/Å.

Q: Look up the molecular weight of the second one.
A: 205.0 g/mol